Record 1
Density functional theory data (the ωB97M-V functional and the def2-TZVPD basis) for one molecule with the formula C3H2N2O2.

XYZ file:
```
9
Properties=species:S:1:pos:R:3:forces:R:3:nbo_charge:R:1
O 0.276 -1.180 0.297 -0.2864 0.0291 0.0735 -0.269
O -2.540 0.040 -0.826 0.3900 0.0250 0.4278 -0.435
N 1.639 -0.979 0.160 0.2128 0.3772 -0.1356 -0.123
N 0.518 0.919 -0.329 -0.1661 -0.2351 0.1133 -0.461
C -0.308 -0.022 -0.007 0.1617 0.0857 -0.0818 0.407
C 1.721 0.266 -0.205 0.2196 -0.1715 0.0667 0.135
C -1.806 0.061 0.126 -0.3365 0.0453 -0.4119 0.387
H 2.681 0.739 -0.375 -0.1860 -0.1009 -0.0237 0.219
H -2.180 0.156 1.159 -0.0091 -0.0550 -0.0284 0.140
```
Forces are in eV/Å.

Values from the calculation:
- energy relative to the best compared isomer or geometry (same formula, charge and spin) (kJ/mol) = 169.7
- SMILES = O=Cc1ncno1
- highest occupied orbital energy (eV) = -11.18
- calculated total energy (eV) = -10216.4302
- molecular weight (g mol⁻¹) = 98.1

=====

Record 2
Density functional theory data (the ωB97M-V functional and the def2-TZVPD basis) for one molecule with the formula C3H2N2O2.

XYZ file:
```
9
Properties=species:S:1:pos:R:3:forces:R:3:nbo_charge:R:1
O 0.911 1.963 1.584 -0.0257 -0.5391 -0.2218 -0.438
O -1.329 0.270 1.052 0.5394 -0.0839 -0.2380 -0.470
N 0.137 -0.837 -0.399 0.1549 -0.0182 0.2539 -0.405
N -1.202 -1.637 -0.878 0.3271 0.4504 -0.4593 -0.125
C -0.227 0.106 0.608 -0.6526 0.1046 0.1075 0.542
C -0.635 -0.791 -1.576 -0.4471 -0.4711 0.2654 0.201
C 1.004 0.859 1.118 0.1164 0.6234 0.3053 0.333
H 1.972 0.345 1.016 0.0227 -0.0721 -0.0366 0.136
H -0.631 -0.278 -2.526 -0.0351 0.0061 0.0237 0.228
```
Forces are in eV/Å.

Values from the calculation:
- energy relative to the best compared isomer or geometry (same formula, charge and spin) (kJ/mol) = 366.4
- SMILES = O=CC(=O)N1C=N1
- highest occupied orbital energy (eV) = -10.12
- calculated total energy (eV) = -10214.3919
- molecular weight (g mol⁻¹) = 98.1

=====

Record 3
Density functional theory data (the ωB97M-V functional and the def2-TZVPD basis) for one molecule with the formula C3H2N2O2 at a distorted geometry.

XYZ file:
```
9
Properties=species:S:1:pos:R:3:forces:R:3:nbo_charge:R:1
O -0.524 0.749 -2.160 0.1913 -0.7761 2.0737 -0.510
O -0.184 -0.620 1.515 0.6628 1.1191 -1.7460 -0.324
N -0.274 1.272 0.063 -0.7887 -1.1037 2.0073 -0.501
N 0.498 -1.364 0.490 -0.1249 0.0493 -2.2794 -0.061
C 0.526 -0.900 -0.761 -2.0988 0.6001 4.6909 -0.049
C -0.347 0.703 1.233 0.8445 0.3502 -1.3773 0.433
C -0.206 0.414 -1.018 1.1982 0.0128 -3.0930 0.572
H -0.412 1.332 2.118 -0.2527 -0.3515 0.0431 0.196
H 0.924 -1.586 -1.481 0.3684 0.0998 -0.3194 0.244
```
Forces are in eV/Å.

Values from the calculation:
- energy relative to the best compared isomer or geometry (same formula, charge and spin) (kJ/mol) = 233.8
- SMILES = O=c1cnocn1
- highest occupied orbital energy (eV) = -10.37
- calculated total energy (eV) = -10215.7662
- molecular weight (g mol⁻¹) = 98.1

=====

Record 4
Density functional theory data (the ωB97M-V functional and the def2-TZVPD basis) for one molecule with the formula C3H2N2O2 at a distorted geometry.

XYZ file:
```
9
Properties=species:S:1:pos:R:3:forces:R:3:nbo_charge:R:1
O -0.656 -0.470 0.220 0.1211 0.0852 0.1433 -0.508
O -1.114 1.518 -0.814 -0.1808 -0.5320 0.2834 -0.546
N 1.457 0.529 -0.305 -0.3045 -0.2809 0.3146 -0.574
N 1.288 -1.216 1.393 -0.3787 -0.2469 -1.2653 -0.442
C 1.356 -1.991 0.476 0.4786 -0.5355 0.7351 0.293
C -1.465 0.500 -0.289 0.0927 0.4935 -0.2578 0.659
C 0.718 -0.319 0.231 0.0614 1.1800 0.2460 0.574
H -2.506 0.194 -0.129 0.1069 -0.0030 -0.0441 0.146
H 0.923 1.256 -0.781 0.0033 -0.1603 -0.1552 0.398
```
Forces are in eV/Å.

Values from the calculation:
- energy relative to the best compared isomer or geometry (same formula, charge and spin) (kJ/mol) = 278.4
- highest occupied orbital energy (eV) = -11.42
- calculated total energy (eV) = -10215.3041
- molecular weight (g mol⁻¹) = 98.1

=====

Record 5
Density functional theory data (the ωB97M-V functional and the def2-TZVPD basis) for one molecule with the formula C3H2N2O2S at a distorted geometry.

XYZ file:
```
10
Properties=species:S:1:pos:R:3:forces:R:3:nbo_charge:R:1
S -0.973 0.940 -0.048 -3.4562 4.5290 0.7792 2.283
O -1.995 1.414 0.885 1.9256 -1.5863 -1.3141 -0.805
O -1.212 1.185 -1.430 0.3608 -0.7395 0.0176 -0.826
N 0.464 1.216 0.453 -1.0239 0.3552 0.8174 -0.773
N -1.847 -1.329 -0.246 5.4683 -0.0381 0.6101 -0.255
C 1.056 -0.997 -0.158 -3.6814 -1.0378 0.6700 -0.385
C 1.359 0.270 0.322 0.1097 -2.7190 -0.8391 0.074
C -0.633 -1.271 -0.165 -1.0601 0.5216 -0.6449 0.175
H 1.461 -2.004 -0.301 0.6586 1.0560 0.2664 0.267
H 2.320 0.578 0.688 0.6985 -0.3410 -0.3626 0.245
```
Forces are in eV/Å.

Values from the calculation:
- energy relative to the best compared isomer or geometry (same formula, charge and spin) (kJ/mol) = 605.7
- highest occupied orbital energy (eV) = -9.77
- calculated total energy (eV) = -21048.4558
- molecular weight (g mol⁻¹) = 130.1

=====

Record 6
Density functional theory data (the ωB97M-V functional and the def2-TZVPD basis) for one molecule with the formula C3H2N2O3 at a distorted geometry.

XYZ file:
```
10
Properties=species:S:1:pos:R:3:forces:R:3:nbo_charge:R:1
O -1.973 -0.268 -0.182 0.8263 -2.1555 0.1980 -0.618
O -0.907 2.151 0.193 3.7680 -3.3300 -2.9807 -0.508
O 1.356 1.511 -0.090 -5.7812 1.0635 -0.9443 -0.279
N 2.080 0.449 -0.133 5.1989 1.5379 -0.6482 0.175
N 1.633 -0.636 -0.032 -0.6622 -4.7276 0.4395 -0.226
C -0.613 -0.066 -0.137 -1.4721 -4.3871 -0.4591 0.201
C 0.307 -1.023 0.121 1.0444 -0.1789 0.8874 -0.109
C -0.111 1.224 -0.229 -2.1259 7.8669 4.7530 0.618
H 0.364 -2.053 0.607 -1.2922 1.4392 -1.0765 0.252
H -2.136 -1.290 -0.118 0.4960 2.8715 -0.1691 0.495
```
Forces are in eV/Å.

Values from the calculation:
- energy relative to the best compared isomer or geometry (same formula, charge and spin) (kJ/mol) = 570.4
- SMILES = O=c1onncc1O
- highest occupied orbital energy (eV) = -9.91
- calculated total energy (eV) = -12261.0699
- molecular weight (g mol⁻¹) = 114.1

=====

Record 7
Density functional theory data (the ωB97M-V functional and the def2-TZVPD basis) for one molecule with the formula C3H2N2OS2 at a distorted geometry.

XYZ file:
```
10
Properties=species:S:1:pos:R:3:forces:R:3:nbo_charge:R:1
S -2.632 -0.753 0.054 -3.9730 -0.6166 1.1985 0.149
S 2.787 -0.734 -0.017 -0.9387 -0.1941 0.1001 0.043
O -1.114 1.109 -0.267 -0.5344 1.0551 0.5642 -0.342
N -0.036 1.902 -0.025 3.4501 -1.3839 0.5165 -0.028
N 0.007 -0.890 -0.110 1.9227 0.4411 1.7041 -0.476
C -1.082 -0.228 -0.006 3.7934 1.9605 -1.7542 0.331
C 1.132 1.249 0.173 -3.9951 4.8204 0.3831 -0.061
C 1.268 -0.106 0.063 -0.8174 -4.3472 -1.4522 -0.038
H -3.200 0.446 0.616 1.0059 -1.6287 -0.9736 0.183
H 1.930 1.908 0.488 0.0866 -0.1066 -0.2865 0.240
```
Forces are in eV/Å.

Values from the calculation:
- energy relative to the best compared isomer or geometry (same formula, charge and spin) (kJ/mol) = 283.1
- SMILES = S=c1cnoc(S)n1
- highest occupied orbital energy (eV) = -9.10
- calculated total energy (eV) = -29837.8614
- molecular weight (g mol⁻¹) = 146.2

=====

Record 8
Density functional theory data (the ωB97M-V functional and the def2-TZVPD basis) for one molecule with the formula C3H2N2S at a distorted geometry.

XYZ file:
```
8
Properties=species:S:1:pos:R:3:forces:R:3:nbo_charge:R:1
S -3.305 -0.166 0.036 0.7324 -0.0388 0.3174 0.150
N -0.610 -0.873 0.034 -2.5149 0.3180 1.0995 -0.479
N 0.333 1.763 0.078 -1.3566 2.3358 0.2352 -0.244
C 0.658 -0.543 0.167 2.1276 -1.0497 -2.8327 0.093
C -1.772 -0.460 0.140 1.3303 -0.4687 -0.7651 0.242
C 1.142 0.846 0.057 -0.5647 -3.3072 0.3410 -0.164
H 1.395 -1.355 -0.293 -1.4177 1.5464 1.7176 0.209
H 2.159 0.787 -0.219 1.6636 0.6642 -0.1131 0.194
```
Forces are in eV/Å.

Values from the calculation:
- energy relative to the best compared isomer or geometry (same formula, charge and spin) (kJ/mol) = 344.4
- highest occupied orbital energy (alpha / beta) (eV) = -8.43 / -7.79
- calculated total energy (eV) = -16953.8346
- molecular weight (g mol⁻¹) = 98.1

=====

Record 9
Density functional theory data (the ωB97M-V functional and the def2-TZVPD basis) for one molecule with the formula C3H2N2S at a distorted geometry.

XYZ file:
```
8
Properties=species:S:1:pos:R:3:forces:R:3:nbo_charge:R:1
S -0.326 -2.781 0.365 0.0631 0.5079 -0.0731 0.221
N -0.608 -0.207 1.079 0.0868 0.1589 -0.1975 -0.405
N 0.515 -0.612 -0.977 -0.1515 0.8141 0.2615 -0.405
C -0.269 0.904 0.542 0.0958 -0.0295 0.0750 0.046
C 0.436 0.655 -0.748 -0.2752 -1.4255 0.4469 0.049
C -0.138 -1.196 0.150 -0.1400 -0.6739 0.1922 0.081
H 0.841 1.366 -1.411 0.3780 0.8030 -0.6453 0.205
H -0.451 1.871 1.001 -0.0570 -0.1549 -0.0597 0.209
```
Forces are in eV/Å.

Values from the calculation:
- energy relative to the best compared isomer or geometry (same formula, charge and spin) (kJ/mol) = 31.0
- SMILES = S=C1N=CC=N1
- highest occupied orbital energy (eV) = -9.51
- calculated total energy (eV) = -16957.0820
- molecular weight (g mol⁻¹) = 98.1

=====

Record 10
Density functional theory data (the ωB97M-V functional and the def2-TZVPD basis) for one molecule with the formula C3H2N2S2 at a distorted geometry.

XYZ file:
```
9
Properties=species:S:1:pos:R:3:forces:R:3:nbo_charge:R:1
S -1.906 -1.302 0.109 -1.2612 3.7576 -0.7424 0.572
S -3.549 -0.033 -0.225 2.5480 -2.4273 0.6267 -0.169
N -0.617 1.075 0.119 -1.1152 1.4962 0.1053 -0.220
N 0.560 1.542 0.076 -0.4867 1.7292 0.0506 -0.149
C -0.543 -0.280 0.077 -1.1847 -2.2235 0.0669 -0.125
C 0.827 -0.662 0.010 1.1018 0.2234 -0.0455 -0.296
C 1.482 0.544 -0.023 -0.0124 -2.3040 -0.0550 -0.069
H 1.220 -1.655 -0.040 0.1492 -0.2422 -0.0185 0.236
H 2.524 0.772 -0.103 0.2613 -0.0092 0.0119 0.220
```
Forces are in eV/Å.

Values from the calculation:
- energy relative to the best compared isomer or geometry (same formula, charge and spin) (kJ/mol) = 245.2
- highest occupied orbital energy (alpha / beta) (eV) = -9.27 / -9.27
- calculated total energy (eV) = -27790.6163
- molecular weight (g mol⁻¹) = 130.2

=====

Which value of calculated total energy does entry 6 give?
-12261.0699 eV

=====

What did the seventh record say?
Density functional theory data (the ωB97M-V functional and the def2-TZVPD basis) for one molecule with the formula C3H2N2OS2 at a distorted geometry.

XYZ file:
```
10
Properties=species:S:1:pos:R:3:forces:R:3:nbo_charge:R:1
S -2.632 -0.753 0.054 -3.9730 -0.6166 1.1985 0.149
S 2.787 -0.734 -0.017 -0.9387 -0.1941 0.1001 0.043
O -1.114 1.109 -0.267 -0.5344 1.0551 0.5642 -0.342
N -0.036 1.902 -0.025 3.4501 -1.3839 0.5165 -0.028
N 0.007 -0.890 -0.110 1.9227 0.4411 1.7041 -0.476
C -1.082 -0.228 -0.006 3.7934 1.9605 -1.7542 0.331
C 1.132 1.249 0.173 -3.9951 4.8204 0.3831 -0.061
C 1.268 -0.106 0.063 -0.8174 -4.3472 -1.4522 -0.038
H -3.200 0.446 0.616 1.0059 -1.6287 -0.9736 0.183
H 1.930 1.908 0.488 0.0866 -0.1066 -0.2865 0.240
```
Forces are in eV/Å.

Values from the calculation:
- energy relative to the best compared isomer or geometry (same formula, charge and spin) (kJ/mol) = 283.1
- SMILES = S=c1cnoc(S)n1
- highest occupied orbital energy (eV) = -9.10
- calculated total energy (eV) = -29837.8614
- molecular weight (g mol⁻¹) = 146.2